No. 1
{
  "formula": "C7H15N3O",
  "method": "the ωB97M-V functional and the def2-TZVPD basis",
  "species": ["C", "C", "C", "C", "C", "C", "C", "N", "N", "N", "O", "H", "H", "H", "H", "H", "H", "H", "H", "H", "H", "H", "H", "H", "H", "H"],
  "positions_angstrom": [[2.288, 0.295, -0.403], [-1.837, 0.950, -0.588], [-0.726, -1.432, 0.490], [-2.535, -0.311, -0.708], [3.349, -0.712, -0.173], [-1.297, 1.189, 1.658], [0.932, -0.135, -0.991], [-2.002, -1.387, -0.289], [0.077, -0.209, 0.249], [-0.682, 0.953, 0.382], [2.549, 1.447, -0.025], [-1.495, 1.073, -1.672], [-2.295, 1.944, -0.394], [-0.875, -1.423, 1.646], [-0.189, -2.409, 0.237], [-3.498, -0.132, -1.274], [3.875, -1.019, -1.052], [4.164, -0.217, 0.422], [2.809, -1.602, 0.158], [-2.180, 0.655, 2.007], [-0.588, 0.871, 2.435], [-1.379, 2.277, 1.669], [1.107, -1.234, -1.326], [0.673, 0.507, -1.814], [-2.511, -2.252, -0.500], [2.267, 2.314, -0.147]],
  "forces_ev_per_angstrom": [[-0.6, -1.1, -1.2], [2.8, 1.9, -0.4], [1.3, -0.3, 1.2], [-1.5, 2.0, -0.5], [-0.1, 1.3, 1.1], [1.8, 0.4, 2.2], [1.3, -2.6, 1.5], [-0.7, -1.0, 0.1], [0.1, -1.4, -1.0], [-1.7, -0.1, -2.2], [2.7, -1.7, 1.2], [-0.1, 0.0, 0.9], [-0.8, -1.1, -0.2], [-0.4, -0.2, -2.1], [-0.7, 1.5, 0.2], [0.9, -1.5, 0.6], [-0.1, 0.0, -1.3], [-1.0, -1.0, 0.1], [0.6, -0.1, 0.6], [-0.6, 0.0, -0.9], [0.2, 0.6, -0.1], [-0.6, -0.2, 0.7], [-0.4, 2.0, 0.2], [-0.7, 0.3, -0.2], [0.4, 0.1, 0.3], [-2.1, 2.4, -0.8]],
  "charge": 2
}



No. 2
{
  "formula": "C19H39N3O3RuSSi3",
  "method": "the ωB97M-V functional and the def2-TZVPD basis",
  "species": ["Ru", "C", "O", "C", "C", "O", "C", "H", "H", "H", "H", "H", "H", "H", "H", "H", "H", "C", "Si", "C", "C", "C", "Si", "C", "C", "C", "Si", "C", "C", "C", "C", "C", "C", "C", "N", "H", "H", "H", "H", "H", "H", "H", "H", "H", "H", "H", "H", "H", "H", "H", "H", "H", "H", "H", "H", "H", "H", "H", "H", "H", "H", "H", "H", "N", "C", "H", "O", "S", "N"],
  "positions_angstrom": [[-0.580, -0.012, 0.884], [-2.553, -0.054, 3.528], [-1.672, -0.971, 2.878], [-0.826, -1.661, 3.806], [0.399, -0.817, 4.079], [1.055, -0.703, 2.827], [2.283, 0.022, 3.002], [-3.216, -0.596, 4.206], [-3.141, 0.442, 2.759], [-2.000, 0.704, 4.085], [-0.520, -2.584, 3.310], [-1.371, -1.919, 4.716], [1.060, -1.275, 4.822], [0.123, 0.184, 4.432], [2.947, -0.540, 3.664], [2.072, 1.000, 3.445], [2.750, 0.166, 2.037], [1.382, -2.165, -2.656], [0.020, -1.582, -1.511], [0.037, -2.572, 0.130], [-1.621, -2.072, -2.308], [0.216, 0.237, -1.009], [2.027, 0.798, -0.920], [2.262, 2.403, 0.036], [2.718, 1.141, -2.640], [4.327, -0.735, -0.354], [-0.888, 1.448, -1.890], [-0.590, 3.273, -1.607], [-0.944, 1.241, -3.757], [-2.537, 0.877, -1.121], [-3.819, 1.092, -1.598], [-4.907, 0.456, -1.020], [-4.672, -0.422, 0.025], [-3.382, -0.586, 0.485], [-2.336, 0.060, -0.055], [1.251, -3.229, -2.860], [2.373, -2.009, -2.240], [1.317, -1.639, -3.609], [-0.606, -3.441, -0.017], [-0.337, -2.126, 1.074], [1.047, -2.891, 0.379], [-1.456, -3.025, -2.815], [-2.006, -1.378, -3.051], [-2.410, -2.229, -1.570], [1.935, 3.281, -0.515], [3.341, 2.492, 0.187], [1.786, 2.436, 1.018], [2.140, 1.924, -3.135], [2.724, 0.265, -3.285], [3.741, 1.516, -2.572], [2.542, -1.316, 0.505], [4.867, -0.051, -1.002], [4.755, -2.434, 0.739], [0.291, 3.597, -2.163], [-0.455, 3.573, -0.572], [-1.442, 3.821, -2.017], [0.019, 1.548, -4.168], [-1.697, 1.894, -4.202], [-1.138, 0.226, -4.099], [-3.956, 1.752, -2.443], [-5.910, 0.627, -1.386], [-5.473, -0.975, 0.493], [-3.157, -1.258, 1.302], [5.135, -1.690, 0.182], [3.006, -0.582, -0.151], [6.087, -1.779, -0.118], [-0.519, 4.166, 1.577], [-1.172, 3.001, 2.150], [-0.723, 1.651, 1.674]],
  "forces_ev_per_angstrom": [[1.0, -1.8, 0.7], [-0.1, 0.1, 0.2], [0.0, 0.0, 0.1], [0.3, 0.0, 0.0], [-0.5, -0.1, -0.2], [0.6, 0.5, -0.4], [-0.1, 0.2, 0.2], [0.0, 0.0, 0.0], [0.0, 0.0, 0.1], [0.0, 0.0, 0.0], [0.0, 0.0, 0.1], [-0.1, 0.1, 0.0], [0.0, -0.1, -0.1], [0.0, 0.0, 0.1], [0.0, 0.0, 0.0], [0.0, 0.0, 0.0], [0.0, -0.1, -0.1], [-0.2, -0.1, 0.2], [-0.1, 0.3, -0.3], [-0.2, 0.3, 0.1], [0.1, 0.1, 0.1], [0.4, 0.2, 0.3], [0.1, -0.1, -0.1], [0.0, -0.2, 0.1], [-0.2, 0.1, 0.1], [-0.1, 0.1, -0.1], [0.0, 0.1, -0.3], [-0.1, -0.2, 0.0], [-0.1, 0.0, 0.1], [0.4, 0.0, 0.0], [-0.1, -0.1, -0.1], [0.1, 0.0, 0.0], [0.0, 0.0, 0.0], [0.0, -0.1, -0.1], [-0.9, 0.6, -0.1], [0.0, -0.1, 0.0], [0.1, 0.0, 0.0], [0.0, 0.0, -0.1], [0.0, -0.1, 0.0], [-0.1, -0.1, -0.1], [0.0, 0.0, 0.0], [0.0, -0.1, 0.0], [0.0, 0.0, 0.0], [0.0, 0.0, 0.0], [0.0, 0.0, -0.1], [0.1, 0.1, 0.0], [0.0, -0.1, -0.1], [0.0, 0.0, 0.0], [0.0, -0.1, 0.0], [0.1, 0.0, 0.0], [-0.1, 0.0, 0.0], [0.0, 0.0, 0.0], [0.0, 0.0, 0.0], [0.0, 0.0, -0.1], [0.0, 0.0, 0.0], [0.0, 0.0, 0.0], [0.1, 0.0, 0.0], [0.0, 0.0, 0.0], [0.0, 0.0, 0.0], [0.0, 0.0, 0.0], [0.0, 0.0, 0.0], [0.0, 0.0, 0.0], [0.0, 0.0, -0.1], [0.1, -0.1, 0.1], [0.1, 0.1, 0.0], [0.0, 0.0, 0.0], [-0.3, -0.1, 0.2], [0.7, -0.3, -0.1], [-1.0, 1.1, -0.2]],
  "charge": 1,
  "spin_multiplicity": 2
}



No. 3
{
  "formula": "C3H5NS4",
  "method": "the ωB97M-V functional and the def2-TZVPD basis",
  "species": ["C", "C", "C", "H", "H", "H", "H", "H", "N", "S", "S", "S", "S"],
  "positions_angstrom": [[-0.710, -0.184, -1.285], [-0.124, -1.047, 1.300], [1.211, 1.441, 1.617], [-0.035, -1.157, -2.942], [-0.935, 0.128, -3.257], [-0.324, -2.018, 1.770], [-1.029, -0.434, 1.304], [0.390, 1.511, 0.858], [-0.426, -0.356, -2.570], [-1.733, 0.994, -0.724], [0.319, -1.356, -0.437], [1.224, -0.168, 2.260], [2.171, 2.646, 2.106]],
  "forces_ev_per_angstrom": [[0.2, 0.2, 0.4], [0.7, 0.4, 0.0], [-1.0, -0.3, -0.5], [1.2, -2.0, -0.3], [-0.8, 1.1, -0.6], [0.2, 0.4, 0.1], [0.1, -0.1, 0.0], [0.8, 0.4, 0.4], [-0.7, 1.2, -0.4], [0.4, -0.6, 0.0], [-0.5, 0.3, 1.0], [-0.3, -0.7, 0.0], [-0.2, -0.3, -0.2]],
  "charge": 0
}



No. 4
{
  "formula": "C18H56F6O10P",
  "method": "the ωB97M-V functional and the def2-TZVPD basis",
  "species": ["P", "F", "F", "F", "F", "F", "F", "C", "O", "H", "H", "H", "H", "C", "O", "H", "H", "H", "H", "C", "O", "H", "H", "H", "H", "C", "C", "C", "O", "H", "H", "H", "H", "H", "H", "H", "H", "C", "C", "C", "O", "H", "H", "H", "H", "H", "H", "H", "H", "C", "C", "C", "O", "H", "H", "H", "H", "H", "H", "H", "H", "C", "C", "C", "O", "H", "H", "H", "H", "H", "H", "H", "H", "C", "C", "C", "O", "H", "H", "H", "H", "H", "H", "H", "H", "O", "H", "H", "O", "H", "H"],
  "positions_angstrom": [[0.811, 0.007, -0.036], [-0.403, 0.839, 0.638], [-0.005, -1.379, 0.229], [0.073, 0.063, -1.455], [2.055, -0.821, -0.701], [1.617, 1.377, -0.353], [1.540, -0.074, 1.400], [4.776, 1.435, -1.247], [4.168, 0.666, -2.249], [4.276, 2.402, -1.117], [4.756, 0.929, -0.269], [5.827, 1.558, -1.505], [3.405, 0.217, -1.871], [1.144, 3.579, 2.677], [1.600, 4.856, 3.158], [1.186, 3.477, 1.587], [1.823, 2.801, 3.054], [0.144, 3.366, 3.036], [2.489, 4.981, 2.818], [1.283, -3.054, 3.055], [2.024, -3.110, 1.857], [1.339, -2.071, 3.539], [0.226, -3.300, 2.897], [1.702, -3.789, 3.744], [1.801, -2.319, 1.351], [3.653, -3.771, -2.416], [4.278, -3.884, -1.044], [5.593, -4.640, -1.075], [4.584, -2.575, -0.539], [4.415, -3.414, -3.114], [2.803, -3.091, -2.435], [3.348, -4.762, -2.771], [3.609, -4.344, -0.309], [5.950, -4.843, -2.087], [5.489, -5.630, -0.605], [6.352, -4.123, -0.495], [3.799, -2.032, -0.678], [-3.320, 1.445, 3.548], [-2.587, 0.826, 4.712], [-3.038, -0.598, 4.937], [-1.162, 0.876, 4.547], [-4.380, 1.595, 3.769], [-3.243, 0.854, 2.633], [-2.898, 2.430, 3.319], [-2.808, 1.403, 5.615], [-2.617, -1.250, 4.167], [-4.118, -0.728, 4.972], [-2.615, -0.974, 5.879], [-0.943, 0.634, 3.639], [-3.479, 2.691, 0.196], [-3.352, 1.608, -0.869], [-2.232, 1.931, -1.845], [-3.200, 0.290, -0.326], [-3.630, 3.660, -0.282], [-2.583, 2.733, 0.818], [-4.333, 2.492, 0.845], [-4.304, 1.567, -1.409], [-2.201, 1.247, -2.686], [-1.286, 1.928, -1.296], [-2.378, 2.961, -2.178], [-2.271, 0.138, -0.087], [2.473, 3.858, -4.503], [1.067, 3.213, -4.495], [1.014, 1.994, -3.613], [0.143, 4.199, -4.031], [2.644, 4.415, -3.582], [2.649, 4.448, -5.400], [3.226, 3.060, -4.512], [0.858, 2.945, -5.546], [-0.011, 1.619, -3.530], [1.288, 2.312, -2.612], [1.636, 1.170, -3.952], [-0.758, 3.883, -4.144], [-2.906, -3.393, 1.154], [-4.196, -2.795, 0.629], [-5.364, -3.757, 0.657], [-4.545, -1.563, 1.313], [-2.620, -4.260, 0.545], [-2.918, -3.719, 2.195], [-2.082, -2.697, 0.989], [-4.012, -2.530, -0.422], [-6.204, -3.384, 0.075], [-5.678, -3.938, 1.688], [-5.060, -4.724, 0.240], [-4.142, -0.889, 0.736], [1.687, 4.318, -1.099], [1.693, 3.376, -0.875], [0.975, 4.418, -1.746], [-1.719, -2.637, -1.982], [-2.518, -2.110, -2.095], [-1.172, -2.117, -1.373]],
  "forces_ev_per_angstrom": [[0.3, 0.0, 0.1], [-0.1, 0.1, 0.1], [0.4, -0.1, 0.4], [0.2, 0.2, -0.4], [-0.2, -0.2, 0.0], [-0.2, 0.1, 0.0], [-0.2, -0.3, -0.1], [0.0, -0.1, 0.8], [-0.2, -0.3, -0.4], [0.2, 0.1, -0.1], [0.0, 0.0, -0.2], [0.0, 0.2, -0.1], [0.0, 0.1, 0.0], [1.1, -0.4, 0.0], [-0.5, -0.3, -0.2], [-0.2, 0.4, 0.1], [-0.3, 0.0, 0.1], [-0.1, 0.3, 0.1], [0.0, 0.0, -0.1], [-0.2, 0.0, 0.3], [0.0, 0.1, -0.1], [0.0, -0.1, -0.1], [0.0, 0.0, 0.0], [0.0, 0.0, -0.1], [0.1, -0.2, 0.0], [0.2, -0.5, -0.3], [0.2, 0.7, 0.5], [0.1, -1.1, 0.3], [0.0, 0.0, -0.3], [-0.1, 0.2, 0.0], [-0.1, 0.0, 0.0], [-0.2, 0.1, 0.0], [-0.2, -0.1, -0.2], [0.1, 0.3, 0.0], [-0.1, 0.2, -0.1], [0.0, 0.2, -0.1], [0.1, 0.1, 0.2], [0.1, 0.7, -0.4], [0.0, -0.2, -0.1], [0.6, -0.8, 0.5], [-0.3, 0.2, 0.1], [0.0, -0.2, 0.0], [0.0, -0.2, 0.1], [0.0, -0.1, 0.1], [0.2, 0.1, -0.1], [-0.2, 0.1, -0.2], [0.0, 0.1, -0.1], [-0.1, 0.1, -0.1], [-0.1, -0.1, 0.0], [0.0, -0.4, 0.2], [-0.2, 0.1, -0.3], [-0.1, 0.5, 0.7], [0.2, -0.1, 0.1], [0.0, 0.0, 0.0], [0.0, 0.1, -0.1], [0.0, 0.0, 0.0], [0.1, -0.1, 0.0], [0.1, -0.1, -0.1], [-0.1, -0.1, -0.3], [0.0, -0.1, -0.3], [-0.1, 0.3, 0.0], [-0.2, -0.8, 0.1], [1.0, 0.1, -0.7], [-0.7, 0.1, 0.3], [0.0, 0.3, 0.0], [-0.1, 0.2, -0.1], [-0.2, 0.3, 0.1], [-0.2, 0.0, 0.0], [-0.3, 0.0, 0.3], [0.1, 0.0, -0.1], [0.3, -0.3, 0.0], [0.2, 0.1, 0.0], [0.0, -0.2, 0.0], [0.6, -0.2, -0.5], [-0.1, 0.5, 0.0], [0.1, -0.3, 0.3], [0.3, -0.7, -0.6], [-0.2, 0.0, 0.1], [-0.3, 0.2, 0.1], [-0.1, 0.1, 0.3], [0.0, -0.1, 0.1], [-0.1, 0.1, 0.1], [-0.1, 0.1, 0.0], [0.0, 0.1, 0.0], [-0.2, 0.3, 0.5], [-0.1, -0.1, 0.0], [0.0, 0.2, 0.0], [0.1, 0.0, 0.0], [0.0, 0.1, 0.1], [0.1, 0.0, 0.0], [0.0, -0.1, -0.2]],
  "charge": -1
}



Respective relative energy (zero: lowest compared OMol25 entry of this formula, charge and spin) values: 3.919 0.508 0.133 0.186 eV.